(1)
C32H60Cl10O18 | ωB97M-V/def2-TZVPD

Values from the calculation:
HOMO level = -0.3931 Ha
structure (SMILES) = CCOC(=O)OC.CCOC(=O)OC.CCOC(=O)OC.CCOC(=O)OC.O=C1OCCO1.O=C1OCCO1.ClCCCl.ClCCCl.ClCCCl.ClCCCl.ClCCCl
Kohn-Sham gap = 10.77 eV

Geometry (Å):
1 Cl -6.1123 8.8812 7.2403
2 C -5.1976 7.3331 7.0759
3 C -6.1605 6.1834 6.9869
4 Cl -6.8788 5.7762 8.5552
5 H -4.6747 7.1857 8.0208
6 H -4.5540 7.3172 6.1963
7 H -5.6570 5.3678 6.4678
8 H -7.0161 6.5479 6.4183
9 Cl 12.1165 0.1546 -4.2310
10 C 10.5156 0.4153 -3.4690
11 C 9.3740 -0.4682 -4.0067
12 Cl 8.8592 -0.1330 -5.6951
13 H 10.2476 1.4671 -3.5686
14 H 10.8160 0.2298 -2.4378
15 H 8.6227 -0.2281 -3.2544
16 H 9.4909 -1.5390 -3.8399
17 Cl -4.8713 6.1744 -3.5254
18 C -5.2143 7.7285 -2.7184
19 C -4.1948 8.2100 -1.7689
20 Cl -4.6962 9.7504 -1.0880
21 H -6.1634 7.5317 -2.2198
22 H -5.3771 8.3968 -3.5640
23 H -3.2615 8.2913 -2.3260
24 H -4.1468 7.6513 -0.8341
25 Cl -5.2549 -6.1318 -1.7509
26 C -4.4803 -6.7276 -0.3009
27 C -2.9450 -6.9507 -0.3968
28 Cl -2.5071 -8.3458 -1.3743
29 H -4.9141 -7.6588 0.0635
30 H -4.5952 -5.9682 0.4725
31 H -2.3858 -6.9627 0.5387
32 H -2.5310 -6.0576 -0.8648
33 Cl 1.4085 1.6130 -11.1243
34 C 0.9021 3.3240 -11.2172
35 C 0.7356 3.9696 -9.8534
36 Cl 2.3087 4.1064 -9.0071
37 H -0.0344 3.4095 -11.7684
38 H 1.6615 3.8843 -11.7625
39 H 0.0891 3.4381 -9.1552
40 H 0.3463 4.9774 -9.9979
41 C 6.6476 8.4887 0.2771
42 C 5.5200 7.6865 1.0152
43 O 5.4832 8.2694 2.3148
44 C 6.4294 9.1902 2.4993
45 O 6.6745 9.7848 3.5533
46 O 7.1495 9.3338 1.3523
47 H 6.1723 9.0323 -0.5393
48 H 7.4197 7.8695 -0.1795
49 H 5.6378 6.6036 0.9770
50 H 4.5679 7.8848 0.5229
51 C 5.4983 -8.4411 0.1681
52 C 6.9538 -8.0061 -0.1764
53 O 6.9646 -6.6606 0.2050
54 C 5.8702 -6.3147 0.8766
55 O 5.6628 -5.2035 1.4098
56 O 4.9468 -7.2505 0.7195
57 H 5.4471 -9.2931 0.8460
58 H 5.0894 -8.6674 -0.8166
59 H 7.1392 -8.1306 -1.2433
60 H 7.7658 -8.4529 0.3974
61 C -0.0173 -0.6404 -2.7416
62 C 0.6101 -0.0321 -1.4544
63 O -0.4496 0.2804 -0.4745
64 C -0.8888 1.5543 -0.4339
65 O -0.3405 2.5236 -0.9734
66 O -2.0366 1.6147 0.1820
67 C -2.5570 0.4643 0.9347
68 H -0.8530 -1.2925 -2.4877
69 H 0.7307 -1.2145 -3.2884
70 H -0.4529 0.0928 -3.4204
71 H 1.2006 0.8273 -1.7720
72 H 1.3280 -0.7260 -1.0171
73 H -2.9017 -0.2989 0.2371
74 H -3.3145 0.7841 1.6502
75 H -1.8431 0.1309 1.6879
76 C -7.4708 -2.0069 6.0477
77 C -8.8181 -2.3487 5.3436
78 O -8.9087 -1.6829 4.1323
79 C -9.4811 -0.5003 4.0209
80 O -10.0876 0.0698 4.8653
81 O -9.3576 -0.0662 2.7693
82 C -9.5887 1.2808 2.4868
83 H -6.5651 -2.4328 5.6159
84 H -7.5285 -2.3700 7.0739
85 H -7.2834 -0.9336 6.0802
86 H -9.6734 -2.1535 5.9905
87 H -8.7671 -3.4105 5.1026
88 H -9.5606 1.5069 1.4209
89 H -8.8792 1.9286 3.0016
90 H -10.5989 1.4614 2.8542
91 C -0.9308 -7.7592 -7.9634
92 C 0.3056 -7.1401 -7.3378
93 O 1.3152 -8.1635 -7.1424
94 C 2.6095 -7.9746 -7.3543
95 O 3.0569 -6.8757 -7.6317
96 O 3.2783 -9.1489 -7.1256
97 C 4.6696 -9.1939 -7.2909
98 H -1.7637 -7.0564 -7.9428
99 H -1.1320 -8.6901 -7.4333
100 H -0.7497 -7.9714 -9.0171
101 H 0.1739 -6.7276 -6.3375
102 H 0.6204 -6.2699 -7.9137
103 H 4.9753 -10.1829 -6.9497
104 H 5.1500 -8.5026 -6.5984
105 H 4.9721 -9.1641 -8.3376
106 C 2.8730 1.5059 6.4165
107 C 2.9850 2.5630 7.5252
108 O 2.3310 2.0030 8.6503
109 C 0.9731 2.0539 8.7240
110 O 0.1668 2.4258 7.8355
111 O 0.5883 1.6475 9.9120
112 C -0.7724 1.6279 10.2380
113 H 3.3220 1.8426 5.4820
114 H 1.8225 1.2728 6.2428
115 H 3.5057 0.6839 6.7514
116 H 2.5129 3.5070 7.2533
117 H 4.0433 2.7592 7.6975
118 H -1.1164 0.6134 10.0367
119 H -1.3997 2.3774 9.7554
120 H -0.7414 1.6596 11.3271

(2)
H8O4 | ωB97M-V/def2-TZVPD

Values from the calculation:
HOMO level = -0.4110 Ha
structure (SMILES) = O.O.O.O
Kohn-Sham gap = 12.00 eV

Geometry (Å):
1 O -1.6687 -0.1850 -0.5969
2 H -1.8449 0.5769 -1.1277
3 H -1.0798 0.1289 0.0896
4 H -0.5546 -1.7212 -0.1618
5 O 0.2658 -2.1311 0.1796
6 H 0.3357 -2.8561 -0.4421
7 O -0.2147 2.0725 -0.5038
8 H -0.1194 2.9992 -0.2757
9 H 0.4697 1.5463 -0.0766
10 O 1.3700 0.1725 0.7398
11 H 1.1423 -0.7979 0.6426
12 H 1.8986 0.1950 1.5330